Entry 1:
Computed, not measured: 11 unconnected molecules or ions with the total composition C5H31NO12, with ωB97M-V/def2-TZVPD.

Geometry as XYZ:
```
49
Properties=species:S:1:pos:R:3:lowdin_charge:R:1
O -1.50220 1.63828 3.11249 -0.14
O 2.87484 -1.29002 2.37961 -0.16
O 1.70805 0.72628 1.24138 -0.08
O -3.27116 -3.70815 -1.17606 0.01
O -0.95470 4.32690 -1.70739 -0.10
O -3.29832 -0.21512 0.78675 -0.08
O -2.27665 -2.52957 1.28254 -0.18
O 1.20212 3.87256 -0.30934 -0.12
O -2.20109 -1.50411 -1.04532 -0.30
O 0.78057 2.92822 1.98328 -0.38
O -3.93133 0.79046 -1.67358 -0.13
O 1.67724 2.07125 -2.04839 -0.10
N -0.09948 -0.39833 -1.04651 -0.03
C 0.60148 -1.39637 -0.38934 -0.31
C 3.66002 -1.47745 1.19421 -0.31
C -1.39332 -1.01731 -1.91128 -0.28
C 2.14335 -1.38543 -0.69876 -0.16
C 2.82824 -2.36092 0.30633 -0.18
H 2.23732 -0.47307 2.09124 0.09
H -0.92630 3.38834 -2.00908 0.03
H 2.56700 -0.33240 -0.70617 0.10
H 2.26675 -1.61836 -1.72645 0.08
H -2.61568 0.06834 1.24574 -0.09
H -0.40000 0.34749 -0.48662 0.07
H 1.18722 1.53760 1.59886 0.01
H 4.02930 -0.55790 0.74866 0.10
H -3.07162 -2.82585 -1.33482 -0.05
H 1.05067 2.75481 -2.05469 -0.05
H 1.16131 1.24093 -1.77419 0.03
H 0.47791 -1.21234 0.67846 0.10
H 3.36603 -3.17350 -0.12068 0.08
H -0.95480 -1.82033 -2.63445 0.14
H 0.07148 -2.30694 -0.52086 0.10
H -1.33037 -2.83363 1.29456 0.03
H 0.60690 3.40851 2.81829 -0.01
H -2.77711 -0.85153 0.11520 0.02
H -0.75616 1.95923 2.46552 0.03
H -0.49888 4.28173 -0.86117 -0.01
H 2.12982 1.14541 0.53729 0.00
H -1.98985 -0.17891 -2.29404 0.08
H -2.03169 0.90739 2.74220 0.00
H 1.24385 3.43624 0.58304 -0.02
H 4.55111 -1.93673 1.50833 0.07
H 2.05986 4.18123 -0.57834 0.04
H -2.94833 -3.97678 -0.44562 -0.11
H 2.05530 -2.96082 0.83329 0.12
H -4.09988 0.49557 -0.68107 0.07
H -2.20470 -2.11353 0.26062 0.02
H -3.00414 0.94867 -1.57369 -0.03
```

Properties
Spin multiplicity   1
Charge   -2
ΔE to the lowest compared entry with this formula, charge and spin   623.3 kJ/mol
E_HOMO   -2.74 eV
Strongest force on any atom   9.9 eV/Å

***

Entry 2:
Computed, not measured: a molecular structure, C4H9NS, with ωB97M-V/def2-TZVPD.

Geometry as XYZ:
```
15
Properties=species:S:1:pos:R:3:lowdin_charge:R:1
S 0.35727 1.48667 0.97347 0.77
N -0.58582 -1.69651 -2.38845 -0.11
C 0.61483 -1.86347 -1.41174 -0.38
C 0.74817 -0.85239 -0.21003 -0.24
C -0.14976 0.04127 0.10218 -0.56
C -1.19831 1.30625 2.04841 -0.45
H 1.81554 -0.84775 0.12708 0.11
H -2.21379 2.24856 1.79719 0.14
H -0.98533 1.70667 3.31899 0.10
H 1.73379 -1.54969 -1.91026 0.13
H -1.48165 0.27012 2.17823 -0.02
H -0.17076 -2.04021 -3.54217 0.16
H -0.09038 -0.49917 -2.42891 0.16
H -1.09078 0.08570 -0.38721 0.06
H 0.77827 -3.07537 -1.18223 0.13
```

Properties
Spin multiplicity   1
ΔE to the lowest compared entry with this formula, charge and spin   629.2 kJ/mol
E_HOMO   -8.61 eV
Strongest force on any atom   7.4 eV/Å